Record 1
The following is a quantum chemistry calculation of a structure of composition C14H27INO2PdSSiTe, from the OMol25 dataset.

Charge: +1
HOMO energy: -11.12 eV
Energy above the lowest of the compared OMol25 structures with the same formula, charge and spin: 28.92 kcal per mole
Multiplicity: 1
Orbital gap: 7.166 eV
LUMO: -3.95 eV

XYZ file:
```
49
Properties=species:S:1:pos:R:3:forces:R:3
Pd -0.0568 -0.1314 -0.2819 -0.27 0.20 -1.10
O 0.6884 1.5463 -1.5426 0.48 -0.34 -0.09
S 1.6866 0.9820 -2.5730 -0.03 -0.13 0.03
C 1.4515 1.8713 -4.1359 -0.20 -0.03 -0.01
C 2.4383 3.0229 -4.1760 0.14 0.05 0.04
C 3.7273 2.4606 -3.5765 -0.08 0.04 -0.07
C 3.3007 1.7816 -2.2814 -0.09 0.11 0.12
H 0.3986 2.1440 -4.2013 0.01 -0.01 0.03
H 1.6722 1.1268 -4.9041 -0.02 0.03 -0.03
H 2.0728 3.8528 -3.5685 -0.01 0.01 0.01
H 2.5764 3.3896 -5.1913 0.00 0.00 -0.03
H 4.4605 3.2385 -3.3699 0.02 0.00 0.01
H 4.1912 1.7459 -4.2589 -0.03 -0.01 -0.01
H 3.0993 2.5304 -1.5144 -0.03 -0.03 0.04
H 3.9924 1.0372 -1.8952 0.03 0.01 0.01
C 2.6170 1.3872 1.3860 0.05 0.05 0.03
Te 0.6411 0.6999 1.8526 0.01 0.26 0.85
C -0.0941 2.6766 1.8327 -0.02 -0.03 -0.06
H 2.6209 1.9474 0.4590 -0.02 0.03 -0.06
H 3.3151 0.5530 1.3384 -0.05 -0.01 -0.03
H 2.9064 2.0476 2.2053 0.04 -0.01 0.01
H -0.0940 3.0530 2.8521 0.01 0.02 0.04
H -1.1080 2.6201 1.4508 -0.02 0.01 0.01
H 0.5375 3.2878 1.1946 0.00 -0.01 -0.02
C -3.2569 1.2768 -0.4642 -0.05 0.09 -0.06
Si -3.0735 0.1831 1.0478 -0.10 0.07 -0.11
C -4.0149 0.9922 2.4323 -0.05 -0.01 0.23
C -3.7554 -1.5260 0.6806 -0.01 -0.12 0.03
O -1.4955 0.0503 1.4748 0.24 -0.10 0.18
H -4.2194 1.0931 -0.9507 0.03 0.02 -0.01
H -2.4700 1.1095 -1.2054 -0.03 -0.01 -0.03
H -3.2340 2.3358 -0.1903 0.04 -0.03 -0.02
H -5.0667 1.1277 2.1664 0.02 -0.02 -0.01
H -3.6042 1.9812 2.6561 -0.01 -0.04 0.00
H -3.9774 0.3968 3.3496 0.00 0.05 -0.06
H -4.6685 -1.7198 1.2499 0.03 0.01 -0.03
H -3.0273 -2.2924 0.9644 -0.04 0.02 -0.01
H -3.9975 -1.6569 -0.3763 0.02 -0.02 -0.01
I -1.2079 -1.8679 -2.4257 0.00 0.05 0.13
C -0.7074 -3.0582 -0.7705 0.11 0.15 0.12
C -1.0430 -4.3955 -0.7028 -0.02 0.00 -0.03
C -0.6922 -5.0733 0.4539 0.02 -0.02 0.07
C -0.0385 -4.3943 1.4732 -0.03 -0.06 -0.01
C 0.2477 -3.0532 1.3041 -0.14 -0.01 -0.18
N -0.0792 -2.3915 0.1877 0.05 -0.24 0.08
H -1.5621 -4.8818 -1.5155 0.00 -0.01 0.01
H -0.9347 -6.1229 0.5584 0.01 0.02 0.00
H 0.2417 -4.8935 2.3897 -0.01 -0.01 -0.01
H 0.7391 -2.4810 2.0799 0.01 0.02 -0.01
```
Forces are in eV/Å.

***

Record 2
The following is a quantum chemistry calculation of the ion C27H27N2O9S with charge -1, from the OMol25 dataset.

SMILES string: CCOC(=O)[C@](OC)(O/C(=N\N=C(\[O-])OCc1ccccc1)OCc1ccccc1)S(=O)(=O)c1ccccc1
Charge: -1
HOMO energy: -2.12 eV
Energy above the lowest of the compared OMol25 structures with the same formula, charge and spin: 0.88 kcal per mole
Multiplicity: 1
Orbital gap: 4.760 eV
LUMO: 2.64 eV

XYZ file:
```
66
Properties=species:S:1:pos:R:3:forces:R:3
C -7.0391 -0.2987 -0.3019 0.24 0.25 0.00
C -6.9711 0.9693 0.2905 0.09 -0.13 -0.18
C -5.8290 1.7532 0.1236 0.19 -0.30 -0.30
C -4.7438 1.2815 -0.6299 -0.34 -0.16 0.13
C -3.5674 2.1831 -0.8401 0.81 -0.23 0.24
O -2.3504 1.4153 -0.6547 -1.52 0.04 0.09
C -1.2503 2.1934 -0.7168 4.50 -1.30 -1.13
N -0.0330 1.5200 -0.9579 -2.98 7.16 -0.85
N 0.0579 0.3319 -0.6137 -1.88 -9.28 1.10
C 0.0926 -0.6719 0.1747 -0.01 6.56 -4.18
O 0.7869 -0.4704 1.2628 1.88 -0.05 2.99
O -0.2978 -1.8743 -0.0887 -0.27 -2.83 0.65
C 0.3322 -2.9250 0.7346 -0.31 0.66 -0.76
C -0.2290 -4.2106 0.2241 -0.08 -0.64 0.13
C -0.4710 -5.2533 1.1321 -0.04 0.18 -0.47
C -1.0307 -6.4535 0.6930 0.10 0.10 -0.17
C -1.3428 -6.6225 -0.6626 0.13 0.23 0.15
C -1.0734 -5.5914 -1.5698 0.12 0.13 0.24
C -0.5097 -4.3859 -1.1333 -0.13 -0.40 0.05
O -1.2577 3.4129 -0.5864 -0.99 0.75 -0.23
C -4.7943 0.0007 -1.1938 -0.45 0.03 0.07
C -5.9494 -0.7769 -1.0406 0.13 0.23 0.11
H -7.9380 -0.9067 -0.1892 0.26 0.14 -0.02
H -7.8068 1.3566 0.8753 0.18 -0.17 -0.15
H -5.7481 2.7507 0.5616 -0.15 -0.31 -0.04
H -3.5561 2.5987 -1.8627 -0.04 -0.07 0.31
H -3.5749 3.0153 -0.1262 -0.04 -0.12 -0.25
H 1.4238 -2.8630 0.6029 -0.31 0.05 0.10
H 0.0657 -2.7681 1.7849 0.16 0.00 -0.18
H -0.2103 -5.0896 2.1806 -0.19 -0.17 -0.25
H -1.2203 -7.2521 1.4118 0.01 0.18 -0.24
H -1.7900 -7.5558 -1.0074 0.12 0.25 0.08
H -1.3015 -5.7111 -2.6292 0.03 -0.05 0.27
H -0.2952 -3.5820 -1.8410 -0.14 -0.24 0.28
H -3.9392 -0.3790 -1.7586 -0.26 0.16 0.22
H -5.9920 -1.7627 -1.5062 -0.02 0.23 0.17
C 4.7775 -1.7977 2.9461 0.30 -0.31 0.01
C 4.1387 -0.4666 3.2098 -0.31 -0.10 -0.24
O 2.9803 -0.4351 2.3468 0.25 0.53 0.40
C 2.4147 0.7705 2.2749 0.58 0.79 0.31
C 1.3634 0.8400 1.1498 1.03 -1.65 2.23
O 0.4830 1.7873 1.3815 0.00 1.01 0.13
C 0.9532 3.1756 1.4948 -0.14 -0.44 -0.15
S 2.8420 0.9301 -0.4569 0.18 0.46 -1.53
C 2.9545 2.3926 -1.5816 0.00 -0.14 0.15
C 1.9589 2.6867 -2.5020 -0.34 0.12 -0.38
C 1.9692 3.9114 -3.1734 0.45 -0.25 0.05
C 3.0611 4.7719 -3.0262 0.02 -0.08 0.18
C 4.1222 4.4141 -2.1860 -0.19 -0.18 -0.14
C 4.0647 3.2255 -1.4522 -0.16 0.21 0.07
O 4.1387 1.0437 0.2174 -0.44 -0.35 0.57
O 2.6148 -0.2613 -1.2707 0.24 0.44 0.46
O 2.6958 1.7056 2.9983 -0.16 -0.89 -0.41
H 5.6715 -1.8978 3.5609 0.08 -0.08 0.03
H 4.0998 -2.6214 3.1870 0.04 0.10 -0.03
H 5.0704 -1.8811 1.8955 -0.08 0.04 0.12
H 3.8002 -0.3597 4.2471 0.16 0.07 -0.16
H 4.8002 0.3644 2.9408 -0.19 -0.11 0.10
H 0.2806 3.7518 0.8569 0.11 -0.12 0.05
H 0.8724 3.4484 2.5511 0.10 0.01 -0.26
H 1.9954 3.2661 1.1634 -0.35 -0.03 0.10
H 1.1533 1.9784 -2.6666 0.15 0.31 0.19
H 1.1205 4.1724 -3.8057 0.30 -0.05 0.06
H 3.0895 5.7156 -3.5738 0.00 -0.21 0.18
H 4.9992 5.0542 -2.0888 -0.23 -0.09 -0.05
H 4.8672 2.9368 -0.7798 -0.19 0.12 -0.06
```
Forces are in eV/Å.

***

Record 3
The following is a quantum chemistry calculation of the molecule C2HBrO, from the OMol25 dataset.

SMILES string: O=C=CBr
HOMO energy: -9.33 eV
Energy above the lowest of the compared OMol25 structures with the same formula, charge and spin: 4.93 kcal per mole
Multiplicity: 1
Orbital gap: 8.929 eV
LUMO: -0.41 eV

XYZ file:
```
5
Properties=species:S:1:pos:R:3:forces:R:3
C -0.3289 0.7837 -0.1038 -0.34 0.47 0.36
C -0.1181 -0.5171 -0.1392 3.19 1.65 -0.83
O -0.5851 1.9130 -0.0514 0.28 -0.63 -0.37
Br 1.7829 -1.0534 -0.0720 -1.27 0.36 -0.23
H -0.7508 -1.1262 0.3665 -1.85 -1.85 1.06
```
Forces are in eV/Å.

***

Record 4
The following is a quantum chemistry calculation of a structure of composition C2H2MgO2, from the OMol25 dataset.

<S²>: 0.756
Charge: +1
HOMO energy (alpha / beta): -13.46 / -14.54 eV
Energy above the lowest of the compared OMol25 structures with the same formula, charge and spin: 0.00 kcal per mole
Multiplicity: 2
Orbital gap (alpha / beta): 6.411 / 7.449 eV
LUMO (alpha / beta): -7.05 / -7.09 eV

XYZ file:
```
7
Properties=species:S:1:pos:R:3:forces:R:3
O -1.4197 0.0887 -0.6716 -0.92 1.02 -0.74
C -0.4448 -0.6821 -0.4690 1.87 -1.34 4.67
C 0.6937 -0.1949 0.2853 0.76 2.85 -3.85
O 0.6943 1.0732 0.5717 0.12 -0.49 0.55
Mg -0.8134 1.9658 -0.2823 0.17 -1.54 0.21
H 1.6492 -0.7176 0.1366 -0.33 -0.22 1.20
H -0.3593 -1.5331 0.4293 -1.68 -0.27 -2.04
```
Forces are in eV/Å.

***

Record 5
The following is a quantum chemistry calculation of the molecule CH3NO2S2, from the OMol25 dataset.

SMILES string: ON(O)C(=S)S
HOMO energy: -8.87 eV
Energy above the lowest of the compared OMol25 structures with the same formula, charge and spin: 79.22 kcal per mole
Multiplicity: 1
Orbital gap: 9.177 eV
LUMO: 0.31 eV

XYZ file:
```
9
Properties=species:S:1:pos:R:3:forces:R:3
C -0.1471 -0.7838 0.0721 1.80 2.58 -0.03
N -0.2377 0.6069 0.0509 0.28 -1.92 -0.50
O -1.4211 1.2356 0.0093 -1.36 0.97 -1.16
O 0.9097 1.3803 -0.0455 0.02 0.51 3.56
S -1.4077 -1.7733 0.2182 -0.10 -0.44 -0.20
S 1.6773 -1.1586 -0.0264 -1.40 1.13 0.23
H -1.8571 1.2842 -0.9261 1.66 -0.53 1.85
H 1.1826 1.5529 0.9828 -0.88 -0.38 -3.53
H 1.3010 -2.3443 -0.3355 -0.02 -1.92 -0.23
```
Forces are in eV/Å.

***

Record 6
The following is a quantum chemistry calculation of the molecule CHClOS, from the OMol25 dataset.

HOMO energy: -9.23 eV
Energy above the lowest of the compared OMol25 structures with the same formula, charge and spin: 63.02 kcal per mole
Multiplicity: 1
Orbital gap: 8.578 eV
LUMO: -0.65 eV

XYZ file:
```
5
Properties=species:S:1:pos:R:3:forces:R:3
C -0.0755 -0.8162 0.1042 0.35 -0.13 -0.26
O -0.3325 1.6146 -0.1648 14.30 9.36 6.62
S 0.8714 0.4791 0.4071 -2.33 0.36 -1.19
Cl 0.4562 -2.4315 0.0798 0.24 0.43 0.41
H -0.9197 1.1541 -0.4263 -12.55 -10.02 -5.58
```
Forces are in eV/Å.